No. 1
DFT (ωB97M-V/def2-TZVPD) results for C16H15ClN2O2SeTc as an isolated structure in a non-equilibrium geometry.

Calculated values
* DFT total energy: -103959.47652 eV
* spin multiplicity: 4
* Kohn-Sham gap (alpha / beta): 5.631 / 3.104 eV
* E_LUMO (alpha / beta): -7.628 / -11.643 eV
* ΔE to the lowest compared entry with this formula, charge and spin: 37.02 kcal/mol
* <S²>: 3.795
* charge: +2

Each line ends with the Mulliken charge.
Geometry (Å):
Cl1 -2.4596 0.9169 -3.0967  -0.369
C1 0.4906 -1.8468 -3.0469  -0.658
C2 1.6687 -1.1123 -2.6917  -0.261
C3 1.5571 0.1971 -3.2431  -0.724
H1 2.5520 -1.5262 -2.1860  0.554
C4 0.3154 0.2929 -3.9290  0.767
C5 -0.3622 -0.9921 -3.8100  -0.362
H2 -1.2551 -1.3225 -4.3613  0.496
H3 0.2774 -2.9207 -2.9171  0.468
H4 2.3180 0.9757 -3.2629  0.507
C6 -0.1788 1.4755 -4.6445  -1.106
Tc1 -0.3200 -0.2263 -1.7979  0.472
C7 0.2217 -1.4782 -0.4325  0.324
C8 -2.1347 -0.7259 -1.3873  0.250
O1 0.5702 -2.1718 0.4457  -0.361
O2 -3.1952 -1.0182 -1.0146  -0.239
H5 0.1934 2.3744 -4.1632  0.342
H6 -1.2965 1.4350 -4.5006  0.229
H7 -0.0082 1.5829 -5.7169  0.297
C9 2.3312 0.8865 1.8216  -0.969
N1 0.8776 0.8768 1.9574  0.331
C10 -0.0554 1.2635 1.0440  -0.476
Se1 0.3167 2.0634 -0.6169  -0.146
N2 -1.2767 0.9216 1.5590  0.220
C11 -1.1165 0.3910 2.8422  0.548
C12 -2.0461 -0.1377 3.7249  -0.583
C13 -1.5444 -0.6785 4.9050  -0.519
C14 -0.1593 -0.7395 5.1691  -0.707
C15 0.7741 -0.2260 4.2388  -0.301
C16 0.2405 0.3629 3.1020  0.676
H8 2.7553 -0.1252 1.8234  0.396
H9 2.7845 1.4219 2.6592  0.413
H10 2.6223 1.3780 0.8911  0.278
H11 -2.1649 1.0545 1.0787  0.328
H12 -3.0874 -0.0867 3.4434  0.489
H13 -2.2464 -1.0765 5.6368  0.445
H14 0.1801 -1.1961 6.1015  0.444
H15 1.8609 -0.2632 4.3754  0.509

Forces on atoms 1 to 6 (eV/Å):
-1.35 -0.11 1.41
-0.71 -0.92 -0.64
0.76 0.40 -0.33
-0.24 -0.82 0.18
-0.62 0.30 -0.11
0.00 -0.63 -1.32


No. 2
DFT (ωB97M-V/def2-TZVPD) results for a 5-piece molecular cluster, C30H68F3N4O4S overall in a non-equilibrium geometry.

Calculated values
* DFT total energy: -65324.26734 eV
* Kohn-Sham gap: 6.425 eV
* E_LUMO: -4.733 eV
* ΔE to the lowest compared entry with this formula, charge and spin: 0.00 kcal/mol
* charge: +3

Each line ends with the Mulliken charge.
Geometry (Å):
C1 -0.1699 -2.6009 5.0628  0.605
F1 -1.3939 -2.7160 5.4801  -0.216
F2 0.3549 -1.6177 5.7311  -0.225
F3 0.5642 -3.7003 5.2632  -0.215
S1 -0.1513 -2.0916 3.1222  1.042
O1 -1.1396 -1.0112 2.8878  -0.669
O2 1.1904 -1.6445 2.8913  -0.654
O3 -0.4685 -3.3065 2.3517  -0.669
C2 -8.7710 3.2288 2.0110  -0.881
N1 -7.5017 3.6058 1.2143  -0.088
C3 -6.7832 2.3120 0.7474  -0.888
C4 -7.9378 4.4714 -0.0184  -0.867
C5 -6.5295 4.3433 2.2047  -0.609
C6 -5.2444 5.0345 1.5572  -0.501
O4 -5.6852 6.0078 0.6856  -0.488
H1 -8.6292 2.7040 2.9557  0.363
H2 -9.3345 2.5194 1.4048  0.398
H3 -9.3659 4.1240 2.1919  0.408
H4 -6.6001 1.6987 1.6297  0.395
H5 -5.8085 2.5765 0.3375  0.349
H6 -7.3406 1.8286 -0.0550  0.377
H7 -7.1918 4.5069 -0.8124  0.333
H8 -8.2416 5.4396 0.3795  0.375
H9 -8.8229 4.0006 -0.4461  0.402
H10 -6.2164 3.5531 2.8870  0.411
H11 -7.1473 4.9851 2.8327  0.469
H12 -4.5877 4.3319 1.0441  0.292
H13 -4.6573 5.5377 2.3255  0.425
H14 -4.9702 6.6191 0.4944  0.324
C7 -1.0390 -10.5782 -2.7652  -1.450
C8 -2.5720 -10.2677 -2.6914  -0.244
C9 -2.9889 -8.7785 -2.3834  -0.777
N2 -4.4169 -8.3432 -2.7533  0.376
C10 -4.5773 -6.8179 -2.4412  -0.958
C11 -5.5018 -9.2066 -2.0098  -0.619
C12 -6.7236 -9.3572 -2.9167  -0.589
C13 -6.0293 -9.5185 -4.2661  -0.565
C14 -4.8482 -8.5917 -4.2383  -0.529
H15 -0.5797 -10.1743 -3.6674  0.368
H16 -0.9389 -11.6635 -2.7820  0.404
H17 -0.5542 -10.2766 -1.8367  0.371
H18 -3.0285 -10.8084 -1.8623  0.368
H19 -2.9689 -10.7004 -3.6097  0.244
H20 -2.2887 -8.0965 -2.8658  0.435
H21 -2.8753 -8.5647 -1.3206  0.432
H22 -5.4934 -6.5051 -2.9422  0.402
H23 -3.6515 -6.2918 -2.6740  0.315
H24 -4.6791 -6.7988 -1.3561  0.412
H25 -5.8245 -8.7990 -1.0518  0.306
H26 -5.0964 -10.1973 -1.8040  0.323
H27 -7.3021 -8.4339 -2.9476  0.275
H28 -7.4510 -10.0900 -2.5674  0.409
H29 -6.6324 -9.2943 -5.1459  0.379
H30 -5.6188 -10.4997 -4.5045  0.290
H31 -5.0889 -7.6947 -4.8089  0.350
H32 -4.0572 -9.0785 -4.8087  0.272
C15 5.4433 5.3732 -4.9855  -1.439
C16 4.8102 3.9998 -5.1091  -0.120
C17 3.4945 3.8652 -4.2384  -0.781
N3 2.7711 2.5816 -4.5508  0.327
C18 3.6157 1.3744 -4.1505  -1.106
C19 2.3588 2.5178 -6.0738  -0.389
C20 0.8180 2.6532 -6.1736  -0.578
C21 0.3627 3.1820 -4.7719  -0.604
C22 1.4209 2.4470 -3.8897  -0.585
H33 6.2142 5.4742 -5.7495  0.379
H34 6.0355 5.5305 -4.0841  0.338
H35 4.6802 6.1383 -5.1283  0.367
H36 5.5510 3.3053 -4.7129  0.252
H37 4.7106 3.8745 -6.1873  0.404
H38 2.8663 4.6912 -4.5716  0.313
H39 3.4926 3.9026 -3.1490  0.385
H40 4.5403 1.3116 -4.7244  0.404
H41 3.0355 0.5506 -4.5662  0.518
H42 3.8303 1.4326 -3.0834  0.320
H43 2.6860 1.5454 -6.4418  0.264
H44 2.7927 3.3658 -6.6035  0.207
H45 0.4403 1.6322 -6.2288  0.291
H46 0.4612 3.2759 -6.9940  0.404
H47 -0.6187 2.9174 -4.3784  0.392
H48 0.4388 4.2679 -4.8280  0.286
H49 1.1027 1.4079 -3.8053  0.396
H50 1.5967 2.8671 -2.8993  0.355
C23 5.5940 2.2160 8.3767  -1.236
C24 6.9399 2.3870 7.5787  -0.472
C25 6.9803 2.1688 6.1154  -0.559
N4 6.6967 3.5098 5.3515  0.037
C26 5.4126 4.2042 5.7269  -1.068
C27 6.6257 3.3172 3.8420  -0.754
C28 7.3253 4.5098 3.1494  -0.450
C29 7.9051 5.3496 4.2045  -0.808
C30 7.9799 4.3892 5.4185  -0.513
H51 5.7591 2.4517 9.4281  0.356
H52 5.0752 1.2747 8.1959  0.364
H53 4.8642 2.9497 8.0345  0.311
H54 7.5325 1.5582 7.9660  0.383
H55 7.4383 3.3104 7.8737  0.250
H56 6.1870 1.4818 5.8206  0.512
H57 7.9193 1.6666 5.8826  0.430
H58 5.5790 4.5727 6.7392  0.380
H59 4.6415 3.4397 5.6322  0.406
H60 5.2969 5.0572 5.0582  0.415
H61 5.6112 3.0199 3.5762  0.474
H62 7.1693 2.3895 3.6634  0.382
H63 6.6170 5.0916 2.5594  0.293
H64 8.1971 4.1711 2.5897  0.327
H65 7.4140 6.3076 4.3755  0.356
H66 8.9007 5.6939 3.9244  0.408
H67 7.9685 5.0066 6.3167  0.368
H68 8.8262 3.7069 5.3383  0.410

Forces on atoms 1 to 6 (eV/Å):
0.56 0.57 -3.68
-1.52 -1.05 0.58
1.19 1.35 1.09
-0.48 -0.06 0.15
-1.69 -0.45 -1.60
0.57 -1.08 1.27


No. 3
DFT (ωB97M-V/def2-TZVPD) results for a 2-piece molecular cluster, CH4O3S2 overall in a non-equilibrium geometry.

Calculated values
* DFT total energy: -28909.82095 eV
* Kohn-Sham gap (alpha / beta): 5.625 / 9.755 eV
* E_LUMO (alpha / beta): -3.251 / -0.277 eV
* ΔE to the lowest compared entry with this formula, charge and spin: 70.51 kcal/mol

Each line ends with the Mulliken charge.
Geometry (Å):
C1 -2.1774 0.2593 0.4034  -0.965
O1 1.0878 -1.4079 0.5133  -0.515
O2 0.7608 -1.3868 -1.9633  -0.498
O3 1.8600 0.5858 -0.9939  -0.236
S1 2.3003 1.4203 0.2076  0.154
S2 0.6048 -0.7543 -0.6935  0.848
H1 -1.5352 0.4729 1.1976  0.353
H2 -2.1852 0.7096 -0.5355  0.384
H3 -3.0703 -0.3611 0.6684  0.263
H4 2.3543 0.4623 1.1959  0.212

Forces on atoms 1 to 6 (eV/Å):
-2.31 -1.84 0.76
0.17 0.32 -0.53
0.03 -0.69 -0.20
0.71 0.40 -0.55
0.53 0.73 1.31
-1.53 -0.95 0.40


No. 4
DFT (ωB97M-V/def2-TZVPD) results for CH5N3O3 as an isolated structure in a non-equilibrium geometry.

Calculated values
* DFT total energy: -11722.38909 eV
* Kohn-Sham gap: 9.806 eV
* E_LUMO: 0.310 eV
* ΔE to the lowest compared entry with this formula, charge and spin: 146.30 kcal/mol

Each line ends with the Mulliken charge.
Geometry (Å):
C1 0.2873 0.2918 -0.0247  0.510
H1 0.7328 -2.2980 -0.2683  0.452
H2 -1.5414 -0.3068 -0.2960  0.287
H3 0.4331 2.3801 -0.3320  0.344
H4 -2.1479 1.3458 -1.1300  0.367
H5 2.1633 -0.7842 1.7792  0.388
N1 -0.8103 -0.6411 0.2803  -0.158
N2 -0.0875 1.4616 -0.6726  -0.159
N3 1.4112 0.1315 0.4092  -0.511
O1 -0.4637 -1.9253 -0.5339  -0.524
O2 -1.4582 1.5447 -0.2622  -0.534
O3 1.4812 -1.2001 1.0510  -0.462

Forces on atoms 1 to 6 (eV/Å):
-4.14 -0.86 0.30
-5.54 2.21 -0.56
-1.02 -0.33 -0.34
-1.49 -2.66 -0.75
3.35 1.18 3.15
-2.28 -2.53 -2.34


No. 5
DFT (ωB97M-V/def2-TZVPD) results for one molecule with the formula C3H2N4O in a non-equilibrium geometry.

Calculated values
* DFT total energy: -11147.61316 eV
* Kohn-Sham gap: 11.920 eV
* E_LUMO: -0.257 eV
* ΔE to the lowest compared entry with this formula, charge and spin: 38.26 kcal/mol
* SMILES string: N#CCc1nnon1

Each line ends with the Mulliken charge.
Geometry (Å):
N1 1.8120 -2.4924 0.3761  -0.346
C1 0.9888 -1.8174 0.7791  0.159
C2 -0.1143 -0.9253 1.2577  -0.142
C3 -0.3057 0.2166 0.2193  0.365
N2 0.5902 0.5922 -0.7629  -0.174
N3 0.0003 1.5836 -1.3546  -0.115
O1 -1.2213 1.6970 -0.8054  0.003
N4 -1.3951 0.8110 0.1947  -0.268
H1 0.3369 -0.4302 2.2379  0.210
H2 -1.0318 -1.4507 1.4962  0.308

Forces on atoms 1 to 6 (eV/Å):
0.79 -0.60 -0.27
-1.83 0.81 0.56
2.92 1.76 0.61
2.45 -3.96 1.41
-0.89 1.99 -0.24
0.68 -2.33 1.01


No. 6
DFT (ωB97M-V/def2-TZVPD) results for one molecule with the formula C6H6BrNS in a non-equilibrium geometry.

Calculated values
* DFT total energy: -88684.17103 eV
* Kohn-Sham gap (alpha / beta): 8.255 / 8.254 eV
* E_LUMO (alpha / beta): -1.083 / -1.084 eV
* ΔE to the lowest compared entry with this formula, charge and spin: 28.01 kcal/mol
* SMILES string: C[C@H]1[C@@H](C=S)[C@@]1(Br)C#N

Each line ends with the Mulliken charge.
Geometry (Å):
C1 -1.5371 0.6547 -0.0288  -1.282
C2 -0.7049 -0.5798 0.3341  0.264
C3 0.6058 -0.7364 -0.4982  -0.120
C4 0.9484 0.1994 -1.6537  -0.664
S1 1.4762 -0.2520 -3.1908  -0.183
C5 0.6445 -0.4886 1.0226  0.325
Br1 1.4304 -2.0815 1.8269  -0.108
C6 0.9105 0.7463 1.7534  0.103
N1 0.9181 1.7549 2.3281  -0.420
H1 -1.0374 1.5948 0.3613  0.310
H2 -2.5944 0.6554 0.3919  0.344
H3 -1.5095 0.6653 -1.1198  0.327
H4 -1.3548 -1.4897 0.6004  0.314
H5 0.9090 -1.7981 -0.7736  0.371
H6 0.8950 1.1553 -1.3537  0.419

Forces on atoms 1 to 6 (eV/Å):
0.18 0.84 1.17
-0.62 -1.56 -0.01
-0.13 -1.37 -1.44
0.90 -4.39 -1.33
-1.12 0.71 2.94
0.15 0.13 -0.30


No. 7
DFT (ωB97M-V/def2-TZVPD) results for C2H2IN2PS as an isolated structure in a non-equilibrium geometry.

Calculated values
* DFT total energy: -33307.18012 eV
* Kohn-Sham gap: 8.078 eV
* E_LUMO: -0.653 eV
* ΔE to the lowest compared entry with this formula, charge and spin: 50.13 kcal/mol

Each line ends with the Mulliken charge.
Geometry (Å):
C1 0.8641 -0.3820 -0.1909  0.364
C2 -2.1211 0.4552 -0.0918  0.177
N1 -0.2223 -0.8477 -0.3293  0.467
N2 -1.4582 -0.7248 -0.4318  -0.854
P1 2.6130 -0.6521 -0.1483  -0.089
S1 -1.2803 1.8282 0.1186  -0.339
I1 -4.1435 0.2370 0.1114  0.145
H1 2.6644 -0.4745 1.2713  0.074
H2 3.0838 0.5606 -0.3092  0.055

Forces on atoms 1 to 6 (eV/Å):
-0.64 -0.84 -0.43
2.82 -0.64 -0.30
0.77 2.76 -0.07
-2.49 -1.44 0.23
-0.64 -2.48 1.45
-0.09 0.44 0.22